126
Properties=species:S:1:pos:R:3 method="wB97M-V/def2-TZVPD" energy_ha=-172440.4608 homo_lumo_gap_ev=8.5 charge=0 max_force_ev_per_a=9.3
O -3.31 -2.85 -2.12
S -2.66 -1.75 -3.05
O -3.72 -1.49 -4.19
P -0.87 -2.39 -4.03
C -2.52 -0.15 -2.09
F -3.43 -0.29 -0.90
F -3.08 1.03 -2.85
C -1.02 0.19 -1.50
F -0.21 -1.00 -1.15
F -1.25 0.92 -0.20
C -0.18 1.29 -2.45
F 1.27 1.18 -2.05
F -0.60 2.70 -2.11
F -0.33 1.03 -3.90
H 0.21 -1.46 -3.69
H -0.45 -3.66 -3.43
C -1.54 1.09 -7.39
Br 0.31 0.52 -7.53
Br -2.69 0.13 -8.63
Br -2.20 0.98 -5.56
H -1.57 2.15 -7.68
C -6.21 -1.93 -7.88
Br -4.99 -2.83 -6.67
Br -6.66 -0.14 -7.26
Br -5.54 -1.91 -9.71
H -7.14 -2.51 -7.89
C 0.14 3.55 2.30
Br 0.24 2.64 4.01
Br 1.05 5.28 2.33
Br 0.78 2.43 0.84
H -0.92 3.76 2.11
C 1.68 6.39 6.02
Br 2.14 8.09 5.20
Br 2.67 6.09 7.67
Br -0.24 6.21 6.29
H 1.98 5.61 5.32
C -3.02 6.58 1.19
Br -2.26 5.12 0.16
Br -4.21 7.68 0.11
Br -3.89 5.95 2.81
H -2.19 7.22 1.50
C -4.76 -2.87 1.19
Br -3.93 -1.70 2.50
Br -4.69 -4.74 1.75
Br -6.56 -2.31 0.75
H -4.16 -2.80 0.27
C 1.35 9.89 9.92
Br 3.20 9.32 9.78
Br 0.20 8.93 8.67
Br 0.69 9.78 11.74
H 1.32 10.95 9.63
C -6.04 3.86 -7.70
Br -5.33 5.65 -7.94
Br -4.77 2.49 -8.27
Br -6.67 3.56 -5.89
H -6.91 3.77 -8.36
C 4.69 2.45 6.20
Br 5.45 0.98 5.17
Br 3.50 3.55 5.13
Br 3.82 1.81 7.82
H 5.52 3.09 6.51
C 2.04 -3.06 -8.93
Br 3.75 -3.97 -9.10
Br 0.70 -3.82 -10.11
Br 1.44 -3.01 -7.08
H 2.20 -2.02 -9.25
C -6.73 3.18 -1.64
Br -5.11 2.12 -1.83
Br -8.22 2.39 -2.61
Br -7.17 3.51 0.22
H -6.53 4.15 -2.10
C -2.35 5.65 10.01
Br -0.64 4.75 9.84
Br -3.70 4.89 8.83
Br -2.96 5.71 11.86
H -2.20 6.69 9.70
C 6.85 10.06 7.38
Br 8.47 9.00 7.19
Br 5.36 9.27 6.41
Br 6.41 10.39 9.24
H 7.05 11.03 6.92
C 0.17 -6.14 -0.81
Br -0.38 -7.09 0.80
Br 0.80 -7.35 -2.19
Br -1.23 -4.95 -1.46
H 1.02 -5.50 -0.52
C 5.90 -7.69 -9.16
Br 7.52 -8.75 -9.34
Br 4.40 -8.48 -10.13
Br 5.46 -7.36 -7.30
H 6.10 -6.72 -9.62
C 5.80 -0.66 -7.14
Br 6.62 0.51 -5.83
Br 5.86 -2.53 -6.58
Br 3.99 -0.10 -7.57
H 6.39 -0.59 -8.05
C -5.43 -0.87 6.47
Br -6.86 0.41 6.78
Br -6.03 -2.39 5.42
Br -3.86 -0.02 5.68
H -5.13 -1.26 7.45
C -2.36 -6.68 -10.20
Br -1.14 -7.58 -8.99
Br -2.81 -4.89 -9.58
Br -1.69 -6.67 -12.03
H -3.29 -7.26 -10.21
C -2.72 -9.28 3.13
Br -3.77 -10.18 4.49
Br -3.72 -7.84 2.28
Br -1.01 -8.66 3.82
H -2.50 -10.02 2.35
C 1.42 -12.02 2.22
Br 2.60 -13.23 1.26
Br 0.97 -10.46 1.14
Br -0.17 -12.92 2.88
H 1.97 -11.66 3.09
C 6.64 -12.73 3.02
Br 5.20 -11.46 3.33
Br 6.03 -14.26 1.98
Br 8.20 -11.89 2.24
H 6.94 -13.12 4.00
C 9.10 13.20 9.41
Br 10.32 12.30 10.63
Br 8.65 14.99 10.03
Br 9.77 13.21 7.59
H 8.17 12.62 9.41